The following is a quantum chemistry calculation of 2 unconnected molecules or ions with the total composition C23H25F13O4SSi, from OMol25.

Geometry as XYZ:
```
67
Properties=species:S:1:pos:R:3:forces:R:3:lowdin_charge:R:1
C -3.33135 2.75635 0.80381 0.3 -0.3 0.0 -0.1708
Si -2.11811 2.41004 -0.58246 -0.4 0.7 -0.2 0.5861
C -0.66961 3.61655 -0.54619 0.0 -0.3 -0.2 -0.1593
C -3.06901 2.70637 -2.17098 -0.1 -0.6 0.3 -0.1776
C -1.49310 0.61816 -0.48256 0.1 0.5 0.1 -0.0645
C -1.00927 0.12419 0.65492 0.0 -0.4 -0.2 -0.2510
O -0.87679 0.82018 1.81413 -0.1 0.4 0.1 0.0611
C -0.56638 -1.30553 0.70864 -0.2 0.5 -0.3 -0.2800
O -0.70170 -1.94721 1.71340 0.1 -0.5 0.7 0.1581
C -0.00811 -1.87091 -0.54441 0.2 -0.1 -0.3 -0.0921
C 0.98736 -2.97991 -0.38923 -0.2 -0.2 0.2 -0.0878
C 2.34670 -2.47171 0.15931 -0.8 0.0 0.0 -0.0329
C 2.76185 -3.20962 1.41302 0.1 -0.5 -0.5 -0.4376
F 1.91586 -2.94102 2.42358 -0.1 0.0 0.2 0.1358
F 2.68475 -4.55334 1.18398 0.0 0.0 0.0 0.1181
C 4.22945 -2.95861 1.87272 -0.1 0.6 -0.1 -0.3501
F 4.72970 -4.03451 2.48234 0.1 -0.2 0.3 0.1713
F 4.97001 -2.74387 0.76259 0.1 0.0 -0.1 0.1419
C 4.41506 -1.68312 2.77633 0.0 -0.5 0.0 -0.3731
F 5.64595 -1.20305 2.56831 0.2 0.1 -0.1 0.1615
F 3.52777 -0.76633 2.37008 -0.1 0.2 -0.2 0.1455
C 4.29494 -2.00872 4.30020 0.2 0.1 0.2 -0.4343
F 5.45982 -2.54037 4.66853 0.1 0.0 0.1 0.1464
F 3.34697 -2.90913 4.51447 -0.3 0.0 0.0 0.1472
S 3.92989 -0.50372 5.41728 0.0 -0.3 0.2 0.7661
F 4.64701 0.44626 4.37885 0.1 0.2 -0.1 -0.1182
F 5.29180 -0.66337 6.20111 0.1 0.1 0.0 -0.1228
F 3.22955 -1.43679 6.48709 0.0 0.0 0.1 -0.1205
F 2.55300 -0.32776 4.66819 -0.2 0.1 -0.1 -0.1160
F 3.58731 0.75322 6.29684 0.0 0.0 0.1 -0.1046
C -0.45605 -1.37363 -1.70023 0.3 -0.2 0.1 -0.0836
C -0.03455 -1.83208 -3.06513 0.0 0.5 -0.5 -0.0724
C 0.12013 -0.66174 -4.01874 0.2 0.6 -0.3 -0.2242
C 0.86298 0.47163 -3.64180 -0.4 -0.2 -0.7 -0.0368
C 0.97638 1.55572 -4.51317 -0.3 -0.2 -0.3 -0.0795
C 0.36280 1.53836 -5.77178 -0.2 -0.8 0.3 -0.0840
C -0.35963 0.40140 -6.16253 0.4 0.2 0.7 -0.0716
C -0.47060 -0.67949 -5.28586 0.2 0.2 0.2 -0.0392
C -1.49655 -0.30182 -1.64566 0.1 0.1 0.4 -0.3413
O -2.31639 -0.19473 -2.52049 -0.4 -0.1 -0.6 0.1303
H -3.65340 3.79431 0.79809 0.0 0.1 -0.1 0.0374
H -4.21846 2.14228 0.67572 -0.1 0.0 0.0 0.0214
H -2.92507 2.55603 1.79251 0.1 0.0 0.1 0.0242
H 0.27821 3.12836 -0.33010 0.1 0.0 0.2 0.0244
H -0.57138 4.06686 -1.53355 0.0 0.0 -0.1 0.0235
H -0.83675 4.42665 0.15812 0.0 0.0 0.2 0.0279
H -2.45037 2.61252 -3.05963 0.1 0.1 -0.1 0.0286
H -3.84165 1.94143 -2.24041 -0.1 0.0 -0.1 0.0284
H -3.57546 3.66851 -2.13672 0.1 0.2 0.0 0.0349
H -1.62448 0.65694 2.39995 0.1 -0.2 0.1 0.1234
H 1.12797 -3.49392 -1.33143 0.1 -0.1 -0.1 0.1113
H 0.54333 -3.71201 0.28350 0.1 0.0 0.2 0.1290
H 2.22583 -1.42267 0.41528 0.3 0.2 0.0 0.1309
H 3.09079 -2.57751 -0.61859 0.3 0.1 0.1 0.1308
H -0.77089 -2.51634 -3.48318 -0.1 -0.1 0.0 0.1323
H 0.91950 -2.35138 -3.03132 0.0 -0.2 0.2 0.1191
H 1.34085 0.52199 -2.67180 0.0 -0.1 0.1 0.1149
H 1.53965 2.42907 -4.21520 0.0 0.0 0.1 0.0986
H 0.43418 2.38395 -6.43842 0.1 0.1 0.0 0.0955
H -0.84531 0.34669 -7.12438 0.0 0.1 -0.1 0.0983
H -1.03942 -1.55057 -5.58324 -0.1 0.0 0.0 0.1105
C -7.31889 2.17010 1.46373 0.1 0.2 0.1 -0.1539
O -6.32430 3.15542 1.72508 -0.2 -0.1 0.0 -0.1364
H -6.88760 1.44884 0.77334 0.0 0.0 0.0 0.0744
H -7.61225 1.64927 2.37883 0.0 0.0 0.0 0.0760
H -8.20462 2.61231 1.00086 0.0 -0.1 0.0 0.0756
H -6.69985 3.79659 2.33446 0.0 0.0 0.0 0.0756
```
Positions in Å, forces in eV/Å.

Calculated values
- LUMO: -0.854 eV
- E: -86484.967 eV
- SMILES string: C[Si](C)(C)C1=C(O)C(=O)C(CCC(F)(F)C(F)(F)C(F)(F)C(F)(F)S(F)(F)(F)(F)F)=C(Cc2ccccc2)C1=O.CO
- Total charge: 0